Entry 1:
The following is a quantum chemistry calculation of C46H62BN10S3Sn as an isolated structure at a distorted geometry, from OMol25.

Its energy relative to the best compared isomer or geometry (same formula, charge and spin) is 2.5599 eV. Its charge is +1. As for the frontier orbital gap (alpha / beta): 4.00 / 4.34 eV. The molecular weight comes out at 980.80 u.

Structure (XYZ):
```
123
Properties=species:S:1:pos:R:3:forces:R:3
Sn 0.1721 -0.1692 -0.0866 1.0 0.5 0.4
C -1.0157 6.3858 -0.1958 -0.1 -0.1 0.0
C -1.8151 5.0766 -0.1377 0.3 0.2 0.1
C -1.0386 3.9416 0.4554 -0.1 -0.2 -0.1
C -0.9483 3.5790 1.7671 -0.1 -0.2 0.1
C -1.6183 4.1933 2.9601 0.0 -0.2 -0.1
C -2.7766 3.3178 3.4672 0.1 0.2 0.0
C -0.1594 2.3677 1.8037 -0.1 0.1 0.0
N 0.1984 1.9916 0.5398 -0.2 -0.6 0.0
C -0.2717 2.9729 -0.2926 -0.1 0.2 -0.2
C 0.1598 3.0805 -1.6015 -0.1 0.2 0.1
C 0.9786 2.1659 -2.2549 -0.1 0.0 -0.2
C 1.7182 2.4197 -3.4633 -0.1 0.1 0.2
C 1.9382 3.7750 -4.0643 0.1 -0.1 0.2
C 2.9448 4.5896 -3.2350 -0.1 0.0 -0.1
C 2.3026 1.2363 -3.8112 0.1 -0.2 0.0
C 1.9119 0.2750 -2.8156 0.0 0.1 -0.3
C 2.2058 -1.0941 -2.8548 0.1 -0.1 0.0
C 2.1180 -1.9636 -1.7998 0.0 -0.1 -0.2
N 1.8978 -1.5345 -0.5036 -0.6 0.2 0.0
C 2.1866 -2.5920 0.2959 -0.1 -0.2 0.0
C 2.2698 -2.4690 1.6826 0.0 -0.1 0.1
C 1.9250 -1.3517 2.4115 -0.1 -0.2 0.1
N 1.2443 -0.2695 1.9193 0.0 0.1 -0.5
C 1.0309 0.5494 2.9809 -0.1 0.1 0.1
C 0.3032 1.7279 2.9421 0.0 0.0 0.2
C 1.6356 0.0047 4.1814 0.0 0.0 0.0
C 2.1854 -1.1823 3.8291 0.0 -0.1 0.0
C 2.9991 -2.1148 4.6732 0.2 0.2 -0.2
C 4.5048 -1.9105 4.4362 -0.1 0.0 0.0
C 1.6372 0.6615 5.5255 -0.2 -0.1 0.0
C 0.3815 0.3189 6.3419 0.1 0.1 0.0
C 2.5105 -3.7556 -0.4995 0.0 0.0 0.1
C 2.4471 -3.3685 -1.8055 -0.2 0.1 0.0
C 2.5987 -4.2135 -3.0337 0.4 0.1 0.1
C 4.0505 -4.2858 -3.5312 -0.1 0.0 0.0
C 2.7620 -5.1328 0.0318 -0.2 0.0 0.0
C 1.4451 -5.9109 0.1951 0.1 0.1 0.0
N 1.1529 0.8641 -1.8625 0.0 -0.1 0.6
C 3.2123 0.9639 -4.9696 -0.3 0.0 -0.1
C 2.4239 0.6027 -6.2378 0.1 0.0 0.1
H -1.6007 7.1699 -0.6773 0.0 0.0 0.0
H -0.7557 6.7220 0.8092 0.0 0.0 0.0
H -0.0874 6.2519 -0.7557 0.0 0.0 0.0
H -2.7146 5.2346 0.4606 0.0 0.0 0.0
H -2.1403 4.8039 -1.1444 -0.1 0.0 0.0
H -0.8875 4.3323 3.7614 0.0 0.1 0.0
H -1.9997 5.1802 2.6941 0.1 0.0 0.0
H -2.4308 2.3338 3.7870 0.0 0.0 0.0
H -3.2850 3.7984 4.3063 0.1 0.0 0.0
H -3.5038 3.1636 2.6690 0.0 0.0 0.0
H -0.0896 3.9955 -2.1301 0.1 0.0 0.0
H 2.3164 3.6643 -5.0814 -0.1 0.0 0.0
H 0.9943 4.3243 -4.1217 0.0 0.0 -0.1
H 3.8925 4.0547 -3.1567 0.0 0.0 0.0
H 3.1328 5.5593 -3.6994 0.0 0.0 0.0
H 2.5669 4.7550 -2.2246 0.0 0.0 0.0
H 2.5869 -1.4918 -3.7890 -0.1 0.0 0.0
H 2.6795 -3.3071 2.2327 0.0 0.0 0.0
H 0.1084 2.2130 3.8921 0.0 -0.1 -0.1
H 2.7704 -1.9419 5.7250 -0.1 0.0 0.0
H 2.7319 -3.1504 4.4501 0.0 0.0 0.1
H 4.7810 -0.8722 4.6277 0.0 0.0 0.0
H 5.0926 -2.5525 5.0947 0.0 0.0 -0.1
H 4.7707 -2.1380 3.4018 0.0 0.0 0.0
H 2.5251 0.3465 6.0761 0.0 0.1 0.0
H 1.7065 1.7445 5.4019 0.1 0.0 0.0
H 0.3649 -0.7415 6.5991 0.0 0.0 0.0
H 0.3644 0.8969 7.2673 0.0 0.0 0.0
H -0.5283 0.5319 5.7775 0.0 0.0 0.1
H 2.2438 -5.2216 -2.8129 0.0 0.0 0.0
H 1.9535 -3.8130 -3.8171 0.0 0.0 0.0
H 4.6850 -4.7917 -2.8013 0.0 0.1 0.0
H 4.1079 -4.8369 -4.4711 0.0 0.0 0.0
H 4.4590 -3.2847 -3.6909 0.0 -0.1 0.0
H 3.4128 -5.6724 -0.6583 0.1 0.0 0.1
H 3.2777 -5.0812 0.9928 0.1 0.0 0.0
H 0.9887 -6.0937 -0.7792 0.0 0.0 0.0
H 1.6132 -6.8714 0.6852 0.0 0.0 -0.1
H 0.7310 -5.3403 0.7943 0.0 0.0 0.0
H 3.8272 1.8441 -5.1636 0.1 0.0 0.0
H 3.8932 0.1503 -4.7169 0.1 0.0 0.0
H 1.8056 1.4460 -6.5557 0.0 0.0 0.0
H 3.1024 0.3500 -7.0547 -0.1 0.0 0.0
H 1.7670 -0.2527 -6.0544 0.0 0.0 0.0
C -3.2178 1.4016 -1.7077 -0.1 -0.1 0.0
N -3.8748 1.2009 -0.4231 0.0 0.0 0.0
C -4.6606 2.0936 0.2205 0.0 0.2 -0.1
C -5.0682 1.4944 1.3803 -0.1 -0.1 0.1
N -4.5379 0.2512 1.4516 0.3 0.2 -0.4
B -4.9917 -0.6859 2.6576 0.1 -0.4 0.4
N -4.1162 -1.9401 2.7914 0.1 0.1 -0.2
C -4.5572 -3.2352 2.5789 -0.1 0.2 0.0
C -3.5411 -4.0754 2.8348 0.3 0.0 0.0
N -2.4607 -3.2862 3.2046 -0.1 0.1 -0.1
C -1.1566 -3.7886 3.5506 0.2 -0.1 -0.1
C -2.8153 -1.9677 3.1655 -0.2 -0.4 0.0
S -1.8039 -0.6513 3.5229 -0.1 -0.1 -0.2
C -3.7867 0.0600 0.3400 0.0 0.1 -0.1
S -2.8843 -1.2650 -0.1898 0.4 -0.1 0.2
H -3.7287 2.1996 -2.2413 0.0 0.0 0.1
H -3.2572 0.4828 -2.2880 0.0 0.0 0.0
H -2.1715 1.6684 -1.5653 0.0 0.0 0.0
H -4.8848 3.0685 -0.1834 0.0 -0.1 0.0
H -5.7056 1.8686 2.1654 0.0 0.0 -0.1
H -6.1181 -1.0525 2.4196 0.0 0.1 0.0
H -4.8912 -0.0070 3.6452 -0.1 0.1 -0.1
H -5.5732 -3.4447 2.2876 0.1 0.1 0.0
H -3.4782 -5.1508 2.7833 0.0 0.1 0.1
H -1.2497 -4.6323 4.2337 0.0 0.0 0.0
H -0.5927 -2.9886 4.0204 0.0 0.1 0.1
H -0.6229 -4.1133 2.6544 0.0 0.0 0.0
C -1.5141 0.2468 -7.2931 0.0 0.0 0.1
N -1.4236 -0.5664 -6.0938 0.0 0.1 -0.2
C -1.2616 -0.1060 -4.8473 -0.1 -0.3 0.2
N -1.2564 1.2355 -4.6900 0.1 0.1 -0.1
S -1.1289 -1.1645 -3.5441 -0.1 0.0 -0.1
H -1.4050 -0.3983 -8.1601 0.0 0.0 0.0
H -0.7075 0.9832 -7.3269 0.0 -0.1 0.0
H -2.4717 0.7675 -7.3688 0.0 0.0 0.0
H -1.5399 -1.5600 -6.1704 0.0 -0.1 0.0
H -1.1791 1.8398 -5.4931 0.0 0.0 0.1
H -0.8765 1.5797 -3.8253 0.0 0.0 0.1
```
Positions in Å, forces in eV/Å.

---

Entry 2:
The following is a quantum chemistry calculation of C46H62BrClCsN6O6SSi as an isolated structure at a distorted geometry, from OMol25.

Its charge is -1. As for the frontier orbital gap: 6.31 eV. The molecular weight comes out at 1103.45 u.

Structure (XYZ):
```
125
Properties=species:S:1:pos:R:3:forces:R:3
Cs -0.9725 0.5059 0.8249 -0.2 -0.9 -1.8
C -4.8057 -2.2555 0.3348 -0.1 0.1 -0.1
C -4.8954 -0.7607 0.6500 -0.2 -0.2 0.4
C -6.3241 -0.2597 0.4416 0.1 0.0 0.0
C -4.4789 -0.5157 2.1023 0.1 0.0 -0.2
O -3.9587 -0.0704 -0.1635 0.3 0.2 -0.2
Si -4.0680 0.5195 -1.7205 -0.6 0.1 0.0
S -2.2735 1.0173 -2.4838 0.3 0.1 0.1
O -4.8717 -0.7187 -2.5153 0.1 0.1 0.1
C -5.5620 -0.6633 -3.7539 -0.2 -0.2 -0.2
C -7.0358 -0.3584 -3.4784 0.1 0.0 0.0
C -4.9837 0.3707 -4.7186 0.0 0.0 0.1
C -5.4262 -2.0560 -4.3746 0.0 0.1 0.1
O -5.2522 1.7090 -1.7208 0.2 -0.2 0.0
C -5.1302 3.0595 -1.3087 -0.2 0.4 0.0
C -6.5614 3.5460 -1.0602 0.1 0.0 0.0
C -4.4931 3.8907 -2.4254 0.0 -0.1 0.0
C -4.3186 3.1939 -0.0277 0.0 0.0 0.0
H -5.4792 -2.8309 0.9739 0.0 0.0 0.0
H -3.7851 -2.6046 0.4984 0.0 0.0 0.0
H -5.0731 -2.4194 -0.7106 0.0 0.0 0.0
H -6.9999 -0.8026 1.1059 0.0 0.0 0.0
H -6.6360 -0.4103 -0.5909 0.0 0.0 0.0
H -6.3894 0.8039 0.6710 0.0 0.0 0.0
H -5.1510 -1.0265 2.7930 0.0 0.0 0.0
H -4.4915 0.5511 2.3333 0.0 0.0 0.0
H -3.4667 -0.8857 2.2793 0.0 0.0 0.0
H -7.1201 0.6087 -2.9832 0.0 0.0 0.0
H -7.4580 -1.1258 -2.8257 0.0 0.0 0.0
H -7.6092 -0.3408 -4.4080 0.0 0.0 0.0
H -5.1017 1.3770 -4.3159 0.0 0.0 0.0
H -5.5022 0.3143 -5.6784 -0.1 0.0 0.0
H -3.9210 0.1899 -4.8753 0.0 0.0 0.0
H -5.7693 -2.8161 -3.6693 0.0 0.0 0.0
H -4.3787 -2.2471 -4.6166 0.0 0.0 0.0
H -6.0140 -2.1348 -5.2913 0.0 0.0 0.0
H -7.1607 3.4144 -1.9631 0.0 0.0 0.0
H -6.5668 4.6034 -0.7858 0.0 0.0 0.0
H -7.0254 2.9758 -0.2534 0.0 0.0 0.0
H -5.0959 3.8056 -3.3327 0.0 0.0 0.0
H -3.4931 3.5138 -2.6398 0.0 0.0 0.0
H -4.4311 4.9442 -2.1441 0.0 0.0 0.0
H -4.7581 2.5983 0.7740 0.0 0.0 0.0
H -4.2963 4.2373 0.2859 0.0 0.0 0.0
H -3.2883 2.8673 -0.1862 0.0 0.0 0.0
O -2.3872 1.7266 4.7015 0.1 0.0 -0.1
C -1.6103 1.8102 3.7393 -0.5 0.4 0.3
O -0.7701 0.9842 3.3266 0.5 -0.2 1.1
C -1.7277 3.1121 2.9003 -0.3 0.1 0.3
C -2.6442 4.0879 3.2947 0.0 0.0 0.1
C -2.7525 5.2519 2.5585 0.1 -0.1 0.0
C -1.9547 5.4004 1.4322 0.0 0.0 0.0
C -1.0891 4.3705 1.1023 0.0 0.2 0.0
N -0.9663 3.2604 1.8211 0.1 0.1 0.1
H -3.2356 3.8905 4.1775 0.0 0.0 0.0
H -3.4521 6.0275 2.8463 0.0 0.0 0.0
H -2.0094 6.2856 0.8117 0.0 0.0 0.0
H -0.4565 4.4406 0.2217 0.0 0.0 0.0
Br 4.7526 -2.2526 5.6686 -0.1 0.0 0.0
C 3.4817 -2.3729 4.2575 0.0 0.1 0.2
C 3.7552 -3.1880 3.1761 0.1 -0.1 0.0
C 2.8540 -3.2468 2.1213 -0.2 0.1 0.0
C 1.6690 -2.5055 2.1777 0.4 0.2 0.6
C 1.4243 -1.6716 3.2816 -0.2 -0.4 -0.5
C 2.3253 -1.6118 4.3244 0.0 0.1 0.1
N 0.7034 -2.4974 1.1718 -0.1 -0.5 -0.4
C 0.4332 -3.5948 0.5883 0.3 0.3 0.5
C -0.5248 -3.6713 -0.5026 -0.6 -0.1 -0.6
C -0.6669 -4.8608 -1.2162 0.1 0.2 0.2
C -1.5629 -4.9000 -2.2737 -0.1 0.1 -0.1
C -2.2719 -3.7532 -2.5740 0.0 -0.1 0.0
C -2.0679 -2.6132 -1.7976 -0.1 0.1 -0.1
N -1.2303 -2.5663 -0.7754 0.2 -0.2 -0.1
H 4.6713 -3.7656 3.1539 0.0 0.0 0.0
H 3.0790 -3.8594 1.2569 0.0 0.0 0.0
H 0.4915 -1.1134 3.2791 0.2 0.2 0.2
H 2.1372 -0.9721 5.1754 0.0 0.0 0.0
H 0.9068 -4.5381 0.8808 0.0 0.0 0.1
H -0.0784 -5.7280 -0.9429 0.0 0.0 0.0
H -1.7001 -5.8064 -2.8496 0.0 0.0 0.0
H -2.9849 -3.7155 -3.3862 0.0 0.0 0.0
H -2.5989 -1.7001 -2.0279 0.0 0.1 0.0
C 6.8997 1.3532 3.5712 0.0 0.0 0.0
C 6.9571 0.4840 2.3083 0.0 0.0 0.0
C 7.3460 -0.9250 2.7805 0.0 0.0 0.0
C 8.0507 1.0238 1.3817 -0.1 0.0 0.0
C 5.5621 0.4674 1.5916 0.1 0.2 -0.2
O 4.6494 -0.3206 2.3376 -0.1 -0.1 0.0
C 5.5879 0.0147 0.1163 0.0 0.0 0.1
C 6.0080 -1.4244 -0.2039 -0.1 0.0 0.0
C 5.6881 -1.7373 -1.6427 0.0 0.0 0.1
C 6.6526 -1.5868 -2.6317 0.0 0.0 0.0
C 6.3536 -1.8243 -3.9649 -0.1 0.0 0.0
C 5.0687 -2.2126 -4.3044 0.0 0.0 0.0
Cl 4.6888 -2.5229 -5.9716 0.0 0.0 -0.1
C 4.0838 -2.3578 -3.3409 0.0 0.0 0.0
C 4.4024 -2.1188 -2.0140 0.0 0.0 0.0
C 4.9188 1.8729 1.6475 0.1 -0.2 0.1
N 3.7249 1.9643 0.8420 -0.3 -0.1 -0.1
C 2.5833 1.2517 0.9056 0.3 0.1 0.0
N 1.8329 1.5114 -0.1435 -0.1 0.0 0.1
C 2.5674 2.4172 -0.8309 0.1 -0.1 -0.1
N 3.7273 2.7076 -0.2848 0.1 0.1 -0.1
H 7.8276 1.2295 4.1336 0.0 0.0 0.0
H 6.0738 1.0472 4.2158 0.0 0.0 0.0
H 6.7966 2.4144 3.3425 0.0 0.0 0.0
H 8.3434 -0.8899 3.2236 0.0 0.0 0.0
H 7.3757 -1.6566 1.9760 0.0 0.0 0.0
H 6.6594 -1.2802 3.5503 0.0 0.0 0.0
H 8.9813 1.1387 1.9407 0.0 0.0 0.0
H 7.7862 2.0006 0.9721 0.0 0.0 0.0
H 8.2462 0.3478 0.5473 0.0 0.0 0.0
H 4.8368 -1.2579 2.2156 0.0 0.0 0.0
H 6.1938 0.7054 -0.4751 0.0 0.0 0.0
H 4.5717 0.1195 -0.2650 0.0 0.0 0.0
H 5.4599 -2.1215 0.4398 0.0 0.0 0.0
H 7.0720 -1.5883 -0.0367 0.0 0.0 0.0
H 7.6556 -1.2817 -2.3551 0.0 0.0 0.0
H 7.1039 -1.7114 -4.7350 0.0 0.0 0.0
H 3.0821 -2.6474 -3.6267 0.0 0.0 0.0
H 3.6308 -2.2170 -1.2577 0.0 0.0 0.0
H 5.5933 2.6376 1.2697 0.0 0.0 0.0
H 4.6649 2.0980 2.6816 0.0 0.0 0.0
H 2.3802 0.5560 1.7037 -0.1 0.0 0.0
H 2.2433 2.8618 -1.7573 0.0 0.0 0.0
```
Positions in Å, forces in eV/Å.

---

Entry 3:
The following is a quantum chemistry calculation of C46H63BrN16S3 as an isolated structure at a distorted geometry, from OMol25.

Its energy relative to the best compared isomer or geometry (same formula, charge and spin) is 0.0000 eV. As for the frontier orbital gap: 6.41 eV. The molecular weight comes out at 1016.23 u.

Structure (XYZ):
```
129
Properties=species:S:1:pos:R:3:forces:R:3
C 3.4118 1.3874 1.3881 -0.4 -0.3 -0.5
C 2.0567 2.0487 0.9153 0.4 -1.1 -0.2
N 1.9423 3.4822 1.2611 0.0 0.5 -0.1
C 2.0540 3.7378 2.7071 0.6 0.9 1.2
C 1.6260 5.2186 3.0827 -0.4 -0.3 -0.1
C 2.8172 4.3047 0.4729 0.8 -0.8 -0.4
S 4.4448 4.4349 0.6875 -1.2 0.2 0.1
S 2.0711 5.3337 -0.8565 -0.1 0.2 -0.1
C 2.0071 4.4444 -2.4719 0.0 -2.1 -0.4
C 0.5975 3.8134 -2.8191 0.3 0.5 -0.6
C -0.6150 4.7608 -2.4353 -0.9 -1.1 0.2
C -1.5726 3.9697 -1.4633 -1.0 -0.9 0.0
C -2.2436 2.7897 -2.0726 -0.6 0.4 2.6
C -3.1274 1.9725 -1.2638 1.3 2.1 0.4
C -3.3396 2.3326 0.1625 1.1 -0.2 -1.4
C -2.6908 3.4744 0.7657 0.4 -0.9 -2.3
C -1.7908 4.3106 -0.0681 -1.1 -1.5 -0.6
N -1.1485 5.4392 0.5582 -0.4 -0.5 -0.2
S -4.4514 1.1941 1.0707 2.7 -1.9 1.4
C -3.9563 -0.4094 0.3500 0.7 0.0 -0.7
C -3.8343 -1.6350 1.1364 0.7 -0.3 -2.8
Br -4.2392 -1.6407 3.0424 0.4 0.1 -1.3
C -3.4059 -2.8828 0.4790 -0.1 2.1 -0.7
C -3.0974 -2.8674 -0.9513 -0.7 2.0 1.3
C -3.2336 -1.6333 -1.7434 -0.3 -0.4 2.1
C -3.6628 -0.3741 -1.1064 0.3 -2.9 0.8
N -3.7943 0.8327 -1.8590 0.8 -0.2 1.6
H 3.3386 0.2885 1.2019 0.1 0.9 0.2
H 3.5483 1.5319 2.4927 0.1 -0.2 -1.2
H 4.2947 1.7481 0.7973 -0.8 -0.2 0.7
H 1.2175 1.4831 1.4090 0.6 0.8 -0.3
H 1.9033 1.8912 -0.1931 0.2 0.4 1.0
H 3.1224 3.5933 3.0503 -1.1 0.0 -0.3
H 1.4072 3.0540 3.3209 0.6 0.3 -1.1
H 1.3253 5.7912 2.1660 0.4 -0.4 0.8
H 2.4316 5.7550 3.6421 -0.6 -0.4 -0.6
H 0.7176 5.1911 3.7401 0.8 0.1 -0.6
H 2.3323 5.0602 -3.3484 -0.1 0.0 1.3
H 2.7444 3.5921 -2.4003 -0.6 1.0 -0.1
H 0.4877 2.7710 -2.4102 0.1 1.2 -0.1
H 0.5695 3.6729 -3.9398 0.2 0.1 1.1
H -1.2090 4.9657 -3.3709 0.6 -0.1 0.9
H -0.2997 5.7471 -2.0210 -0.2 -0.9 -0.2
H -2.0940 2.5115 -3.1448 0.0 0.4 1.0
H -2.8499 3.6968 1.8465 0.3 -0.1 -1.1
H -0.1976 5.5617 0.2096 -0.4 0.1 0.0
H -1.6978 6.2922 0.4677 0.3 -0.2 0.0
H -3.2969 -3.7916 1.1087 -0.1 0.7 -0.7
H -2.7539 -3.8135 -1.4255 -0.5 1.0 0.4
H -2.9908 -1.6988 -2.8348 -0.3 0.4 1.1
H -3.5623 0.7088 -2.8423 0.1 0.0 0.4
C -7.8360 3.3438 -1.7049 0.4 -0.3 0.3
C -6.6463 2.7869 -1.0187 -0.8 0.3 -0.3
N -5.7256 2.3520 -0.4834 -2.4 2.1 -2.3
H -7.9722 4.3865 -1.4196 0.0 -0.1 0.0
H -7.7011 3.2844 -2.7845 0.0 0.0 0.1
H -8.7252 2.7786 -1.4251 0.0 0.0 0.0
C 7.8854 2.5477 1.2093 -0.1 -0.6 -0.1
C 7.6212 1.1210 0.8960 0.2 1.1 0.2
N 7.4244 0.0178 0.6571 -0.1 -0.2 -0.2
H 7.8507 2.7016 2.2874 0.0 -0.1 -0.1
H 8.8690 2.8349 0.8376 0.0 -0.1 0.0
H 7.1309 3.1782 0.7381 0.0 -0.1 0.0
C 1.4600 -2.7055 2.1401 0.3 0.5 0.3
C 2.3984 -1.7433 2.7533 -0.9 -1.1 -0.4
N 3.1534 -1.0290 3.2244 0.5 0.4 0.5
H 1.7090 -2.8364 1.0910 -0.1 0.1 0.1
H 1.5354 -3.6678 2.6467 0.0 0.1 0.0
H 0.4356 -2.3402 2.2212 0.1 0.0 0.0
C 3.0735 -6.3336 0.5793 -0.3 0.4 -0.2
C 2.2732 -5.2400 -0.0179 0.5 -0.8 0.3
N 1.6546 -4.3936 -0.4799 -0.1 0.0 -0.2
H 2.7773 -6.4845 1.6171 0.0 0.0 -0.1
H 2.9103 -7.2568 0.0238 0.0 0.1 0.0
H 4.1320 -6.0782 0.5438 -0.1 0.0 0.0
C 6.3968 0.0355 -2.9444 -0.7 0.6 0.0
C 5.6019 1.1211 -3.5614 0.1 -0.2 0.1
N 4.9932 1.9749 -4.0389 0.2 -0.3 0.2
H 6.0470 -0.9318 -3.3010 0.1 0.1 -0.1
H 7.4420 0.1511 -3.2050 -0.2 0.1 0.0
H 6.2940 0.0746 -1.8587 0.0 0.0 0.0
C -4.2627 -3.4385 6.1839 0.2 -0.6 0.2
C -4.0154 -4.8359 6.6204 -0.2 1.2 -0.4
N -3.8186 -5.9117 6.9583 0.0 -0.4 0.1
H -5.1962 -3.3841 5.6250 0.0 -0.1 0.1
H -4.3303 -2.7854 7.0536 0.0 -0.1 0.0
H -3.4449 -3.1004 5.5478 0.0 -0.1 0.1
C -7.6363 -1.4328 2.4451 -0.6 -0.1 -0.2
C -8.9229 -1.7999 1.8086 0.9 0.3 0.6
N -9.9152 -2.0843 1.3137 -0.3 -0.1 -0.2
H -7.5981 -0.3560 2.6092 0.0 0.0 0.0
H -7.5379 -1.9430 3.4029 0.0 0.0 -0.1
H -6.8078 -1.7236 1.8005 -0.1 0.0 0.0
C 1.5878 -2.0090 -2.9365 -0.3 0.5 -0.1
C 0.7789 -0.9166 -3.5264 0.6 -0.8 0.4
N 0.1496 -0.0757 -3.9822 -0.3 0.3 -0.1
H 1.2946 -2.1660 -1.8984 0.0 0.0 -0.1
H 1.4285 -2.9295 -3.4945 0.0 0.0 0.0
H 2.6457 -1.7501 -2.9733 -0.1 0.0 0.0
C -7.0978 -2.4384 -1.0299 0.4 -0.4 0.0
C -6.2877 -3.6723 -1.1360 -0.7 1.0 0.0
N -5.6601 -4.6240 -1.2221 0.2 -0.5 -0.1
H -6.4462 -1.5851 -0.8331 0.1 -0.1 0.0
H -7.6368 -2.2688 -1.9615 0.0 0.0 0.0
H -7.8161 -2.5359 -0.2168 0.0 -0.1 -0.2
C -7.6673 -7.1312 7.1155 0.1 0.4 -0.3
C -7.4193 -5.8344 6.4470 -0.2 -1.0 0.5
N -7.2258 -4.8319 5.9328 0.0 0.5 -0.2
H -6.7778 -7.7569 7.0471 0.0 0.1 0.0
H -7.9074 -6.9659 8.1651 0.0 0.0 -0.1
H -8.5012 -7.6415 6.6346 0.0 0.1 0.0
C -1.8585 -4.8332 -3.8621 0.4 0.1 -0.4
C -0.6550 -4.6647 -4.7080 -0.9 -0.1 0.6
N 0.2754 -4.5346 -5.3618 0.3 0.1 -0.2
H -2.4089 -5.7206 -4.1740 0.0 0.1 0.0
H -1.5656 -4.9444 -2.8215 0.1 0.0 0.0
H -2.5057 -3.9614 -3.9590 0.1 -0.1 0.0
C 7.8413 4.2515 -3.0705 0.4 -0.2 0.3
C 9.0434 3.8350 -2.3099 -0.2 0.1 -0.2
N 9.9808 3.5142 -1.7223 -0.4 0.0 -0.2
H 7.5645 5.2708 -2.8030 0.0 -0.1 0.0
H 8.0469 4.2076 -4.1396 0.0 0.0 0.1
H 7.0082 3.5845 -2.8476 0.0 0.0 0.0
C 10.7777 -0.5237 -2.6872 -0.5 -0.2 -0.2
C 9.5871 -1.1071 -3.3486 1.0 0.3 0.5
N 8.6646 -1.5573 -3.8561 0.0 -0.3 -0.2
H 10.6393 0.5500 -2.5548 0.0 0.0 0.0
H 10.9223 -0.9873 -1.7119 -0.1 0.0 -0.1
H 11.6622 -0.6966 -3.2994 -0.1 0.0 0.0
```
Positions in Å, forces in eV/Å.